A.
Entry from the OMol25 dataset: a cluster of 2 separate species, C3H11N2 in total (ωB97M-V/def2-TZVPD).

Values from the calculation:
Total charge: +1
E_LUMO (eV): -3.14
Gap between HOMO and LUMO (eV): 10.83
E_HOMO (Eh): -0.5137
Multiplicity: 1

Each line ends with the Löwdin charge.
Cartesian coordinates (Å):
1 C -0.13 -1.03 -2.71  -0.03
2 N 0.32 -1.07 -1.51  -0.01
3 H -0.99 -1.64 -2.99  0.08
4 H 0.16 -0.21 -3.35  0.08
5 H 0.82 -0.33 0.16  0.08
6 H 0.44 -2.01 -1.14  0.07
7 C 0.57 1.65 0.63  0.02
8 N 0.52 0.17 1.01  -0.07
9 C -0.86 -0.21 1.49  -0.01
10 H -0.01 1.64 -0.28  0.10
11 H 0.02 2.14 1.42  0.10
12 H 1.61 1.94 0.68  0.11
13 H 1.17 -0.12 1.77  0.19
14 H -1.65 0.23 0.88  0.10
15 H -1.05 0.12 2.51  0.11
16 H -0.94 -1.28 1.43  0.09

---

B.
Entry from the OMol25 dataset: a cluster of 2 separate species, C3H11N2 in total (ωB97M-V/def2-TZVPD).

Values from the calculation:
Total charge: +1
E_LUMO (eV): -3.39
Gap between HOMO and LUMO (eV): 10.64
E_HOMO (Eh): -0.5156
Multiplicity: 1

Each line ends with the Löwdin charge.
Cartesian coordinates (Å):
1 C -1.47 2.34 -0.10  -0.06
2 N -1.32 1.44 -0.98  -0.03
3 H -0.71 3.11 -0.01  0.08
4 H -2.32 2.28 0.61  0.10
5 H -2.17 1.02 -1.39  0.09
6 H -0.17 0.12 -0.69  0.10
7 C 0.20 -1.98 0.51  -0.09
8 C 1.11 -0.80 0.73  -0.17
9 N 0.89 0.12 -0.52  0.14
10 H 0.28 -2.70 1.35  0.11
11 H 0.66 -2.65 -0.25  0.10
12 H -0.83 -1.71 0.33  0.08
13 H 2.13 -1.12 0.51  0.13
14 H 1.07 -0.19 1.61  0.12
15 H 1.22 -0.25 -1.41  0.16
16 H 1.42 0.97 -0.31  0.15

---

C.
Entry from the OMol25 dataset: a cluster of 2 separate species, C3H11N2 in total (ωB97M-V/def2-TZVPD).

Values from the calculation:
Total charge: +1
E_LUMO (eV): -3.63
Gap between HOMO and LUMO (eV): 8.64
E_HOMO (Eh): -0.4509
Multiplicity: 1

Each line ends with the Löwdin charge.
Cartesian coordinates (Å):
1 C 2.52 0.21 0.56  0.05
2 N 1.49 -0.65 -0.31  0.14
3 H 2.60 1.17 0.08  0.09
4 H 3.42 -0.37 0.44  0.10
5 H 1.93 0.28 1.48  0.10
6 H 1.79 -0.76 -1.27  0.16
7 H 1.49 -1.55 0.16  0.15
8 H 0.63 -0.09 -0.28  0.10
9 C -2.51 0.35 -1.10  -0.01
10 C -1.81 0.69 -0.01  -0.31
11 N -1.25 -0.21 0.90  0.01
12 H -2.55 -0.62 -1.58  0.06
13 H -3.09 1.05 -1.70  0.06
14 H -1.95 1.74 0.23  0.11
15 H -1.35 -0.10 1.89  0.09
16 H -1.35 -1.13 0.50  0.09

---

D.
Entry from the OMol25 dataset: a structure of composition C3H11N2 (ωB97M-V/def2-TZVPD).

Values from the calculation:
Total charge: +1
E_LUMO (eV): -3.52
Gap between HOMO and LUMO (eV): 11.97
E_HOMO (Eh): -0.5693
Multiplicity: 1

Each line ends with the Löwdin charge.
Cartesian coordinates (Å):
1 C -0.19 1.50 1.21  -0.08
2 C -0.87 0.19 0.86  -0.23
3 C 0.40 -1.80 0.59  0.09
4 N 0.00 -0.71 0.06  -0.05
5 H -0.89 2.23 1.64  0.09
6 H 0.54 1.28 2.00  0.09
7 H 0.33 2.06 0.42  0.07
8 H -1.81 0.33 0.32  0.12
9 H -1.08 -0.31 1.82  0.11
10 H 0.03 -2.17 1.55  0.11
11 H 0.99 -2.47 -0.03  0.10
12 N 0.53 0.44 -2.19  0.15
13 H 0.22 1.41 -2.17  0.11
14 H 0.20 -0.25 -1.15  0.09
15 H 0.04 0.00 -2.98  0.11
16 H 1.52 0.48 -2.41  0.11

---

Relative energies, in hartree, with the most stable structure set to zero: A 0.0407; B 0.0531; C 0.0372; D 0.0000.

---

A.
Entry from the OMol25 dataset: a structure of composition C3H8ClNS (ωB97M-V/def2-TZVPD).

Values from the calculation:
Total charge: 0
E_LUMO (eV): 0.60
Gap between HOMO and LUMO (eV): 9.71
E_HOMO (Eh): -0.3349
Multiplicity: 1

Each line ends with the Löwdin charge.
Cartesian coordinates (Å):
1 C -0.95 -0.31 -1.46  -0.19
2 C 1.42 -0.05 0.58  0.06
3 C -1.17 -0.10 -0.03  -1.30
4 N -0.32 -0.76 0.79  -0.08
5 S -1.47 1.74 0.24  0.70
6 Cl -2.84 -0.81 0.38  0.54
7 H -1.52 0.46 -1.94  0.04
8 H 0.17 -0.02 -1.61  0.09
9 H -1.18 -1.31 -1.88  0.09
10 H 1.57 0.79 1.38  0.09
11 H 1.90 -0.91 0.74  -0.01
12 H 1.49 0.44 -0.44  0.05
13 H -0.52 -0.73 1.84  0.11
14 H -0.21 2.02 0.05  -0.18

---

B.
Entry from the OMol25 dataset: a cluster of 2 separate species, C3H8ClNS in total (ωB97M-V/def2-TZVPD).

Values from the calculation:
Total charge: 0
E_LUMO (eV): 0.73
SMILES: C/N=C(/C)Cl.S
Gap between HOMO and LUMO (eV): 10.20
E_HOMO (Eh): -0.3480
Multiplicity: 1

Each line ends with the Löwdin charge.
Cartesian coordinates (Å):
1 C -0.38 1.86 -0.17  -0.16
2 N -0.30 0.48 -0.47  -0.05
3 C -1.15 -0.36 -0.18  -0.76
4 C -0.81 -1.78 -0.04  -0.10
5 Cl -2.78 -0.02 0.55  0.58
6 H 0.29 1.86 0.62  0.04
7 H 0.06 2.65 -0.86  0.11
8 H -1.34 2.27 0.19  0.06
9 H -0.68 -1.74 1.03  0.08
10 H -1.58 -2.43 -0.34  0.05
11 H 0.20 -1.91 -0.54  0.10
12 S 2.84 0.04 0.55  0.44
13 H 2.43 0.35 -0.73  -0.18
14 H 3.20 -1.25 0.40  -0.22

---

Relative energies, in hartree, with the most stable structure set to zero: A 0.0438; B 0.0000.

---

A.
Entry from the OMol25 dataset: the molecule C6H9N (ωB97M-V/def2-TZVPD).

Values from the calculation:
Total charge: 0
E_LUMO (eV): 0.96
SMILES: [H]/N=C/C=C=C(C)C
Gap between HOMO and LUMO (eV): 10.14
E_HOMO (Eh): -0.3374
Multiplicity: 1

Each line ends with the Löwdin charge.
Cartesian coordinates (Å):
1 H -3.27 0.09 2.17  0.04
2 N -2.39 -0.08 1.67  0.08
3 C -1.48 0.66 2.15  -0.27
4 C -0.09 0.66 1.64  -0.10
5 C 0.25 0.22 0.45  0.01
6 C 0.64 -0.18 -0.73  -0.33
7 C 0.92 -1.64 -1.02  -0.06
8 C 0.82 0.80 -1.87  -0.06
9 H -1.64 1.34 3.00  0.10
10 H 0.67 1.04 2.32  0.10
11 H 1.67 -1.74 -1.81  0.08
12 H 0.00 -2.13 -1.37  0.09
13 H 1.27 -2.18 -0.14  0.08
14 H 0.26 1.72 -1.71  0.08
15 H 0.50 0.35 -2.81  0.08
16 H 1.88 1.05 -1.97  0.08

---

B.
Entry from the OMol25 dataset: the molecule C6H9N (ωB97M-V/def2-TZVPD).

Values from the calculation:
Total charge: 0
E_LUMO (eV): 0.98
SMILES: C[C@@]12CC1=CCN2
Gap between HOMO and LUMO (eV): 8.94
E_HOMO (Eh): -0.2925
Multiplicity: 1

Each line ends with the Löwdin charge.
Cartesian coordinates (Å):
1 C -0.49 1.72 -0.22  -0.02
2 C -0.36 0.24 -0.52  -0.51
3 C 0.36 -0.20 -1.74  -0.01
4 C 1.10 -0.17 -0.46  -0.13
5 C 1.28 -0.79 0.70  -0.04
6 C -0.07 -1.17 1.31  -0.19
7 N -1.07 -0.69 0.33  0.02
8 H 0.42 2.25 -0.52  0.09
9 H -0.58 1.86 0.87  0.09
10 H -1.35 2.20 -0.70  0.08
11 H 0.56 0.48 -2.56  0.10
12 H 0.17 -1.24 -2.03  0.12
13 H 2.20 -1.16 1.12  0.09
14 H -0.07 -2.27 1.31  0.11
15 H -0.26 -0.84 2.33  0.10
16 H -1.85 -0.23 0.79  0.11

---

Relative energies, in hartree, with the most stable structure set to zero: A 0.0000; B 0.0581.

---

A.
Entry from the OMol25 dataset: a structure of composition C6H9N (ωB97M-V/def2-TZVPD).

Values from the calculation:
Total charge: 0
E_LUMO (eV): 1.12
Gap between HOMO and LUMO (eV): 10.18
E_HOMO (Eh): -0.3329
Multiplicity: 1

Each line ends with the Löwdin charge.
Cartesian coordinates (Å):
1 C 2.12 0.46 -0.22  0.07
2 C 0.80 0.56 -0.16  -0.34
3 C -0.24 0.51 0.93  -0.18
4 C -1.12 1.15 -0.17  -0.13
5 N -0.29 0.36 -1.15  -0.04
6 C -0.75 -1.02 -0.76  -0.17
7 C -0.36 -1.04 0.74  -0.13
8 H 2.62 0.14 -1.12  0.06
9 H 0.68 -1.38 0.78  0.10
10 H 2.70 0.62 0.68  0.07
11 H -0.15 0.90 1.94  0.13
12 H -2.20 0.98 -0.24  0.11
13 H -0.90 2.21 -0.30  0.12
14 H -0.27 -1.78 -1.36  0.11
15 H -1.83 -1.08 -0.93  0.11
16 H -0.95 -1.63 1.44  0.10

---

B.
Entry from the OMol25 dataset: the molecule C6H9N (ωB97M-V/def2-TZVPD).

Values from the calculation:
Total charge: 0
E_LUMO (eV): 1.08
SMILES: CC#CCN1CC1
Gap between HOMO and LUMO (eV): 9.86
E_HOMO (Eh): -0.3226
Multiplicity: 1

Each line ends with the Löwdin charge.
Cartesian coordinates (Å):
1 C 3.22 0.42 0.02  -0.11
2 C 1.86 0.45 -0.51  -0.09
3 C 0.77 0.01 -0.77  -0.05
4 C -0.35 -0.92 -0.68  -0.21
5 N -1.37 -0.60 0.31  -0.11
6 C -2.72 -0.23 -0.09  -0.15
7 C -1.81 0.76 0.54  -0.15
8 H 3.97 0.70 -0.71  0.07
9 H 3.42 -0.62 0.34  0.08
10 H 3.31 1.06 0.90  0.07
11 H -0.79 -1.26 -1.62  0.11
12 H 0.32 -1.75 -0.37  0.12
13 H -3.52 -0.70 0.47  0.10
14 H -2.94 -0.08 -1.15  0.10
15 H -1.43 1.56 -0.09  0.10
16 H -1.94 1.03 1.59  0.10

---

Relative energies, in hartree, with the most stable structure set to zero: A 0.0000; B 0.0353.

---

A.
Entry from the OMol25 dataset: the molecule C6H9N (ωB97M-V/def2-TZVPD).

Values from the calculation:
Total charge: 0
E_LUMO (eV): 1.06
SMILES: Cc1cc[nH]c1C
Gap between HOMO and LUMO (eV): 8.88
E_HOMO (Eh): -0.2871
Multiplicity: 1

Each line ends with the Löwdin charge.
Cartesian coordinates (Å):
1 C -0.96 -1.78 0.37  -0.06
2 C 0.04 -0.68 0.07  -0.26
3 C 1.44 -0.99 0.02  -0.07
4 C 2.08 0.20 -0.25  -0.14
5 N 1.14 1.20 -0.39  0.04
6 C -0.13 0.68 -0.17  -0.26
7 C -1.35 1.59 -0.10  -0.03
8 H -0.43 -2.74 0.28  0.07
9 H -1.80 -1.82 -0.33  0.07
10 H -1.39 -1.79 1.38  0.07
11 H 1.88 -1.99 0.17  0.11
12 H 3.13 0.42 -0.40  0.10
13 H 1.41 2.16 -0.53  0.15
14 H -2.32 1.09 -0.31  0.08
15 H -1.22 2.49 -0.72  0.07
16 H -1.53 1.96 0.92  0.07

---

B.
Entry from the OMol25 dataset: the molecule C6H9N (ωB97M-V/def2-TZVPD).

Values from the calculation:
Total charge: 0
E_LUMO (eV): 1.03
SMILES: CC=C=CN1CC1
Gap between HOMO and LUMO (eV): 8.75
E_HOMO (Eh): -0.2838
Multiplicity: 1

Each line ends with the Löwdin charge.
Cartesian coordinates (Å):
1 C 2.98 0.39 0.03  -0.09
2 C 1.87 -0.69 -0.07  -0.12
3 C 0.67 -0.51 -0.55  -0.11
4 C -0.57 -0.84 -0.83  -0.18
5 N -1.60 -0.71 0.11  -0.11
6 C -2.70 0.15 -0.29  -0.15
7 C -1.75 0.57 0.78  -0.14
8 H 3.67 0.29 -0.81  0.06
9 H 3.60 0.38 0.94  0.06
10 H 2.56 1.41 -0.04  0.08
11 H 1.50 -1.78 -0.39  0.16
12 H -0.83 -1.33 -1.76  0.12
13 H -3.68 -0.24 -0.05  0.10
14 H -2.60 0.65 -1.26  0.11
15 H -1.04 1.36 0.53  0.11
16 H -2.05 0.51 1.82  0.10

---

C.
Entry from the OMol25 dataset: the molecule C6H9N (ωB97M-V/def2-TZVPD).

Values from the calculation:
Total charge: 0
E_LUMO (eV): 0.52
SMILES: C=N/C=C1/C[C@@H]1C
Gap between HOMO and LUMO (eV): 9.38
E_HOMO (Eh): -0.3255
Multiplicity: 1

Each line ends with the Löwdin charge.
Cartesian coordinates (Å):
1 C 3.45 0.05 -0.29  -0.04
2 N 2.12 0.19 -0.22  -0.05
3 C 1.12 -0.79 -0.31  -0.14
4 C -0.14 -0.44 0.11  -0.17
5 C -1.45 -1.14 0.36  -0.07
6 C -1.22 0.35 0.69  -0.31
7 C -1.97 1.32 -0.16  -0.10
8 H 3.98 -0.81 -0.64  0.04
9 H 4.14 0.98 -0.14  0.08
10 H 1.27 -1.89 -0.59  0.13
11 H -1.65 -1.97 1.12  0.13
12 H -2.03 -1.22 -0.48  0.06
13 H -1.12 0.52 1.76  0.14
14 H -1.72 2.42 0.04  0.09
15 H -3.13 1.28 -0.01  0.11
16 H -1.65 1.17 -1.25  0.11

---

Relative energies, in hartree, with the most stable structure set to zero: A 0.0000; B 0.1816; C 0.1302.

---

A.
Entry from the OMol25 dataset: the molecule C2H2N2O (ωB97M-V/def2-TZVPD).

Values from the calculation:
Total charge: 0
E_LUMO (eV): -0.28
SMILES: C=[N+]([O-])C#N
Gap between HOMO and LUMO (eV): 9.85
E_HOMO (Eh): -0.3726
Multiplicity: 1

Each line ends with the Löwdin charge.
Cartesian coordinates (Å):
1 C 0.20 0.18 -0.03  0.09
2 N 1.40 0.64 -0.04  -0.32
3 O 1.80 1.81 0.03  -0.02
4 C 2.49 -0.40 0.07  -0.13
5 N 3.38 -1.12 -0.02  0.18
6 H -0.62 0.88 0.07  0.10
7 H 0.01 -0.87 -0.12  0.09

---

B.
Entry from the OMol25 dataset: a cluster of 2 separate species, C2H2N2O in total (ωB97M-V/def2-TZVPD).

Values from the calculation:
Total charge: 0
E_LUMO (eV): 1.03
SMILES: C=C=O.N#N
Gap between HOMO and LUMO (eV): 10.50
E_HOMO (Eh): -0.3482
Multiplicity: 1

Each line ends with the Löwdin charge.
Cartesian coordinates (Å):
1 C -1.25 0.00 0.32  -0.01
2 C -0.63 0.46 -0.71  -0.33
3 O 0.04 0.88 -1.56  0.14
4 H -1.30 -0.99 0.64  0.05
5 H -1.59 0.75 1.04  0.07
6 N 1.92 -0.85 0.00  0.04
7 N 2.80 -0.25 0.26  0.05

---

Relative energies, in hartree, with the most stable structure set to zero: A 0.1395; B 0.0000.